# 1
{"formula": "C3H9O2P", "method": "ωB97M-V with the def2-TZVPD basis set", "orbital_gap_ha": 0.3779, "largest_force_ha_per_bohr": 0.0959, "smiles": "CC[P@@H](=O)OC", "species": ["C", "C", "P", "O", "O", "C", "H", "H", "H", "H", "H", "H", "H", "H", "H"], "positions_angstrom": [[2.312, -0.136, -0.083], [0.905, 0.049, 0.337], [-0.222, -1.262, -0.253], [-0.092, -2.595, 0.339], [-2.036, -0.426, 0.213], [-2.284, 0.956, 0.122], [3.014, 0.308, 0.760], [2.580, -1.162, -0.223], [2.304, 0.209, -1.144], [0.430, 1.010, -0.003], [0.793, -0.067, 1.467], [-0.536, -1.103, -1.705], [-3.305, 1.332, 0.542], [-2.357, 1.364, -0.925], [-1.505, 1.524, 0.557]]}

***

# 2
{"formula": "C3H3NO2", "method": "ωB97M-V with the def2-TZVPD basis set", "orbital_gap_ha": 0.4305, "largest_force_ha_per_bohr": 0.0582, "smiles": "CC1(C#N)OO1", "species": ["C", "C", "C", "N", "O", "O", "H", "H", "H"], "positions_angstrom": [[-0.009, 0.075, -0.086], [-1.468, 0.405, 0.093], [-2.338, -0.815, -0.052], [-3.216, -1.540, -0.207], [-2.083, 1.340, 0.853], [-2.109, 1.496, -0.545], [0.263, 0.015, -1.150], [0.075, -0.825, 0.463], [0.535, 0.879, 0.292]]}

***

# 3
{"formula": "C59H54N5O3PRbSTe", "method": "ωB97M-V with the def2-TZVPD basis set", "orbital_gap_ha": [0.1151, 0.1150], "largest_force_ha_per_bohr": 0.0947, "multiplicity": 2, "s2": 0.79, "total_charge": -2, "species": ["Rb", "C", "C", "C", "C", "C", "C", "P", "C", "C", "C", "C", "C", "C", "C", "C", "C", "C", "C", "C", "C", "C", "C", "C", "H", "H", "H", "H", "H", "H", "H", "H", "H", "H", "H", "H", "H", "H", "H", "H", "S", "N", "C", "C", "C", "C", "C", "N", "C", "C", "N", "C", "C", "C", "C", "C", "N", "H", "H", "H", "H", "H", "H", "O", "H", "H", "O", "H", "H", "H", "C", "C", "C", "C", "C", "C", "Te", "N", "C", "O", "C", "C", "C", "C", "C", "C", "C", "C", "C", "C", "C", "C", "C", "C", "C", "C", "C", "C", "H", "H", "H", "H", "H", "H", "H", "H", "H", "H", "H", "H", "H", "H", "H", "H", "H", "H", "H", "H", "H", "H", "H", "H", "H", "H", "H"], "positions_angstrom": [[12.205, 12.953, 15.225], [13.154, 17.482, 8.140], [11.965, 16.929, 7.623], [11.040, 16.433, 8.513], [11.274, 16.483, 9.903], [12.447, 17.056, 10.413], [13.288, 17.713, 9.514], [9.875, 15.995, 10.941], [8.921, 14.649, 10.112], [9.648, 13.666, 9.429], [8.988, 12.690, 8.713], [7.611, 12.638, 8.718], [6.875, 13.680, 9.261], [7.536, 14.663, 9.990], [8.664, 17.296, 10.055], [7.983, 17.720, 8.949], [7.099, 18.866, 9.033], [6.874, 19.553, 10.214], [7.521, 19.072, 11.404], [7.293, 19.106, 12.831], [7.916, 18.341, 13.826], [8.978, 17.328, 13.584], [9.130, 17.169, 12.214], [8.444, 17.991, 11.220], [13.932, 17.838, 7.457], [11.824, 16.995, 6.533], [10.127, 15.979, 8.201], [12.569, 17.122, 11.503], [14.157, 18.305, 9.891], [10.741, 13.664, 9.452], [9.542, 11.949, 8.153], [7.081, 11.742, 8.337], [5.775, 13.708, 9.130], [6.898, 15.423, 10.429], [8.157, 17.247, 7.961], [6.424, 19.109, 8.186], [6.253, 20.446, 10.176], [6.685, 19.930, 13.218], [7.549, 18.561, 14.850], [9.568, 16.870, 14.365], [9.428, 16.403, 22.370], [8.841, 15.132, 21.543], [9.852, 14.823, 20.703], [9.841, 13.749, 19.732], [9.179, 12.531, 20.011], [9.395, 11.544, 19.035], [10.120, 11.830, 17.897], [10.805, 12.955, 17.707], [10.841, 13.881, 18.692], [11.979, 14.745, 18.900], [13.044, 14.608, 18.071], [14.221, 15.088, 18.435], [14.543, 15.551, 19.748], [13.491, 15.870, 20.554], [12.203, 15.475, 20.093], [11.034, 15.592, 20.935], [10.976, 16.401, 21.980], [8.607, 12.524, 20.939], [8.966, 10.563, 19.065], [10.141, 11.054, 17.114], [14.888, 15.103, 17.610], [15.625, 15.628, 19.945], [13.551, 16.361, 21.534], [12.151, 11.677, 12.408], [12.474, 11.490, 11.485], [11.869, 10.735, 12.627], [14.569, 10.746, 9.923], [15.427, 10.301, 10.130], [14.301, 10.327, 9.098], [15.960, 14.001, 14.991], [19.975, 15.584, 20.185], [19.344, 14.777, 19.087], [19.233, 15.301, 17.793], [18.521, 14.615, 16.799], [18.504, 15.278, 15.429], [17.863, 13.386, 17.095], [16.584, 12.402, 15.553], [14.983, 11.605, 14.748], [14.458, 10.299, 14.979], [13.235, 10.215, 15.162], [15.419, 9.112, 14.733], [15.785, 8.066, 15.600], [16.515, 6.973, 15.076], [17.000, 7.001, 13.776], [16.611, 8.027, 12.923], [15.959, 9.108, 13.459], [17.655, 12.415, 13.603], [18.910, 11.925, 13.660], [19.391, 11.241, 14.974], [19.706, 11.965, 12.510], [19.249, 12.349, 11.304], [20.160, 12.724, 10.199], [17.925, 12.607, 11.242], [17.058, 12.777, 12.375], [15.658, 13.132, 12.161], [18.080, 12.826, 18.358], [17.433, 11.529, 18.825], [18.755, 13.530, 19.330], [20.250, 16.559, 19.762], [20.883, 15.054, 20.570], [19.326, 15.661, 21.072], [19.600, 16.289, 17.573], [19.029, 16.231, 15.445], [17.472, 15.379, 15.089], [19.090, 14.688, 14.645], [15.530, 8.090, 16.659], [16.682, 6.041, 15.622], [17.676, 6.222, 13.402], [16.922, 8.027, 11.846], [15.825, 9.989, 12.828], [18.717, 10.415, 15.188], [19.213, 11.893, 15.846], [20.425, 10.913, 14.984], [20.764, 11.669, 12.591], [19.771, 12.411, 9.233], [21.099, 12.231, 10.425], [20.371, 13.830, 10.102], [17.449, 12.706, 10.240], [15.062, 12.955, 13.103], [15.100, 12.554, 11.370], [15.524, 14.211, 11.999], [16.482, 11.344, 18.297], [17.306, 11.583, 19.914], [18.107, 10.674, 18.567], [18.785, 13.062, 20.331]]}

***

# 4
{"formula": "H12O6", "method": "ωB97M-V with the def2-TZVPD basis set", "orbital_gap_ha": 0.4017, "largest_force_ha_per_bohr": 0.0105, "smiles": "O.O.O.O.O.O", "species": ["O", "H", "H", "O", "H", "H", "O", "H", "H", "O", "H", "H", "O", "H", "H", "O", "H", "H"], "positions_angstrom": [[-2.160, 2.273, 1.654], [-2.787, 2.245, 0.921], [-1.307, 2.471, 1.245], [1.297, -1.940, -3.737], [0.404, -1.969, -3.377], [1.201, -2.261, -4.640], [0.527, 0.984, -3.183], [0.386, 0.800, -2.236], [1.428, 0.690, -3.355], [0.034, 0.010, -0.504], [0.032, -0.893, -0.842], [-0.423, -0.049, 0.345], [-0.287, 0.990, 3.624], [-0.102, 0.136, 3.189], [-1.038, 1.361, 3.140], [0.655, -1.402, 2.408], [0.580, -2.309, 2.729], [1.561, -1.137, 2.619]]}

***

# 5
{"formula": "C2H3NO2S2", "method": "ωB97M-V with the def2-TZVPD basis set", "orbital_gap_ha": 0.2737, "largest_force_ha_per_bohr": 0.0376, "species": ["C", "C", "N", "O", "O", "S", "S", "H", "H", "H"], "positions_angstrom": [[0.052, 0.597, 0.581], [-2.046, -0.205, -0.420], [-1.035, 0.274, 0.151], [1.257, -0.907, -1.256], [1.853, -1.185, 1.114], [2.929, 1.189, -0.136], [1.714, -0.317, -0.028], [0.229, 1.357, 1.320], [-2.597, -1.003, 0.048], [-2.358, 0.198, -1.372]]}

***

# 6
{"formula": "C14H17N3O7P", "method": "ωB97M-V with the def2-TZVPD basis set", "orbital_gap_ha": 0.1950, "largest_force_ha_per_bohr": 0.0539, "smiles": "CCOP(=O)(OCC)[C@@H](C#N)[C@@H](C=[N+]([O-])[O-])c1ccc([N+](=O)[O-])cc1", "total_charge": -1, "species": ["C", "C", "O", "P", "O", "O", "C", "C", "C", "C", "N", "C", "C", "N", "O", "O", "C", "C", "C", "C", "N", "O", "O", "C", "C", "H", "H", "H", "H", "H", "H", "H", "H", "H", "H", "H", "H", "H", "H", "H", "H", "H"], "positions_angstrom": [[-1.357, 4.739, -1.979], [-0.789, 3.367, -2.209], [-0.763, 2.648, -0.934], [0.485, 1.740, -0.521], [1.695, 1.925, -1.353], [0.569, 1.928, 1.055], [0.789, 3.227, 1.677], [1.146, 2.997, 3.118], [-0.153, -0.001, -0.542], [-0.545, -0.284, -1.931], [-0.915, -0.479, -3.021], [0.791, -1.061, 0.041], [1.287, -0.743, 1.423], [2.499, -0.160, 1.547], [2.940, 0.256, 2.662], [3.176, -0.026, 0.491], [0.142, -2.450, -0.034], [0.205, -3.166, -1.244], [-0.430, -4.388, -1.381], [-1.192, -4.880, -0.306], [-2.055, -5.993, -0.511], [-2.775, -6.373, 0.442], [-2.071, -6.543, -1.637], [-1.183, -4.231, 0.937], [-0.521, -3.014, 1.063], [-1.489, 5.222, -2.948], [-2.321, 4.701, -1.467], [-0.664, 5.348, -1.390], [-1.395, 2.781, -2.909], [0.240, 3.424, -2.583], [1.605, 3.733, 1.140], [-0.143, 3.804, 1.587], [1.504, 3.931, 3.552], [0.262, 2.684, 3.681], [1.919, 2.233, 3.222], [-1.055, 0.047, 0.101], [1.699, -1.071, -0.583], [0.788, -1.010, 2.348], [0.749, -2.742, -2.089], [-0.402, -4.951, -2.308], [-1.727, -4.674, 1.767], [-0.543, -2.498, 2.024]]}